(1)
84
Properties=species:S:1:pos:R:3:mulliken_charge:R:1 method="wB97M-V/def2-TZVPD" multiplicity=6 homo_ev="-6.83 / -7.23" energy_ha=-2477.5826
Ru 0.30 -0.10 -0.11 0.111
C -3.15 2.26 -1.68 -1.732
C -1.90 1.63 -1.07 0.305
N -2.10 0.47 -0.21 1.836
C -2.72 -0.71 -0.82 0.042
C -4.25 -0.77 -0.86 -1.590
C -2.60 0.78 1.12 -1.209
C -1.55 1.47 2.02 -2.006
N -0.27 0.82 1.88 1.687
C 0.74 1.11 2.67 -0.751
C 1.96 0.35 2.55 0.460
F 2.03 -0.61 1.58 -0.461
C 3.07 0.57 3.32 0.202
F 4.18 -0.17 3.12 -0.341
C 3.10 1.56 4.30 -0.666
C 1.95 2.33 4.44 0.334
F 1.96 3.33 5.34 -0.358
C 0.83 2.13 3.66 0.432
F -0.19 3.02 3.81 -0.409
H -2.90 3.24 -2.07 0.451
H -3.94 2.38 -0.95 0.299
H -3.53 1.66 -2.50 0.368
H -1.37 2.37 -0.46 -0.149
H -1.22 1.31 -1.88 -0.234
H -2.36 -1.57 -0.25 -0.467
H -2.32 -0.80 -1.83 0.146
H -4.68 -0.53 0.11 0.311
H -4.55 -1.78 -1.12 0.503
H -4.67 -0.09 -1.60 0.342
H -2.86 -0.17 1.59 0.748
H -3.50 1.41 1.09 0.271
H -1.92 1.41 3.05 0.528
H -1.49 2.54 1.76 0.463
H 3.97 1.74 4.90 0.498
C 1.70 1.57 -2.83 -0.917
Si 1.55 -0.26 -3.37 -0.107
C 0.39 -0.31 -4.90 -1.160
C 3.32 -0.85 -3.81 -1.214
N 0.85 -1.12 -2.04 0.768
C 0.65 -2.44 -2.02 0.647
C 0.94 -3.25 -3.14 -0.555
C 0.73 -4.60 -3.15 -1.109
C 0.22 -5.23 -2.01 -1.149
C -0.07 -4.49 -0.90 -0.564
C 0.12 -3.09 -0.83 0.921
N -0.18 -2.39 0.27 0.480
Si -0.68 -3.10 1.77 -0.152
C 0.60 -4.38 2.42 -1.234
C -2.41 -3.95 1.57 -1.267
C -0.91 -1.88 3.22 -0.917
H 2.05 2.17 -3.67 0.569
H 2.42 1.67 -2.03 0.156
H 0.76 1.98 -2.49 0.115
H 0.70 0.42 -5.65 0.413
H -0.64 -0.09 -4.63 0.312
H 0.39 -1.29 -5.38 0.374
H 3.79 -0.20 -4.54 0.373
H 3.34 -1.86 -4.22 0.365
H 3.94 -0.86 -2.92 0.315
H 1.34 -2.76 -4.01 0.203
H 0.97 -5.17 -4.04 0.405
H 0.05 -6.29 -2.02 0.419
H -0.47 -4.99 -0.03 0.232
H 0.71 -5.23 1.76 0.371
H 0.31 -4.75 3.39 0.386
H 1.57 -3.91 2.52 0.334
H -2.41 -4.70 0.78 0.385
H -3.19 -3.24 1.33 0.331
H -2.69 -4.45 2.49 0.456
H 0.02 -1.40 3.49 0.123
H -1.26 -2.43 4.09 0.609
H -1.64 -1.11 3.01 0.143
C 2.21 5.39 1.61 -1.008
N 1.65 4.49 0.63 0.223
C 0.78 5.02 -0.40 -0.897
C 1.85 3.17 0.71 -0.162
O 1.30 2.34 0.00 -0.311
H 2.42 6.36 1.15 0.397
H 3.14 4.98 2.00 0.357
H 1.51 5.54 2.44 0.316
H 0.64 6.09 -0.25 0.448
H -0.19 4.53 -0.37 0.230
H 1.22 4.85 -1.38 0.255
H 2.58 2.90 1.49 0.327

(2)
13
Properties=species:S:1:pos:R:3:mulliken_charge:R:1 method="wB97M-V/def2-TZVPD" e_above_lowest_kcal_mol=77.95 multiplicity=1 homo_ev=-9.72 smiles="O=CC=C=CCO" energy_ha=-344.4777
O -3.78 0.08 -0.61 -0.490
C -2.58 -0.08 -0.56 0.060
C -1.73 0.37 0.56 -0.641
C -0.42 0.23 0.46 0.201
C 0.70 -0.42 0.43 -0.018
C 2.17 -0.22 0.03 -0.417
O 2.40 0.77 -0.94 -0.500
H -2.03 -0.61 -1.37 0.340
H -2.19 0.73 1.47 0.310
H 0.04 -1.30 0.65 0.276
H 2.80 -0.03 0.92 0.277
H 2.57 -1.14 -0.41 0.288
H 2.06 1.62 -0.62 0.314

- The lowest multiplicity belongs to which entry?
  C5H6O2